An isolated molecule of C5H9ClSi, computed with ωB97M-V with the def2-TZVPD basis set.

Atoms and positions in Å:
C 2.14 -0.66 0.27
C -0.08 1.95 0.65
C 1.15 -1.09 -0.56
C -1.10 1.58 -0.17
C -0.15 -1.39 0.06
Si -1.55 -0.22 -0.59
Cl -3.46 -0.36 0.30
H 3.10 -0.56 -0.12
H 2.03 -0.74 1.44
H 0.16 3.07 0.77
H 0.61 1.16 0.90
H 1.23 -0.94 -1.68
H -1.83 2.42 -0.43
H -0.10 -1.15 1.15
H -0.42 -2.36 -0.10
H -1.73 -0.70 -1.88

The calculation puts the gap between HOMO and LUMO at 9.935 eV. For the maximum force, the calculation gives 3.56 eV/Å. Its total charge is 0. As for the energy relative to the best compared isomer or geometry (same formula, charge and spin): 35.7 kcal per mole. The total energy comes out at -25730.1940 eV.

***

An isolated molecule of C5H9ClSi, computed with ωB97M-V with the def2-TZVPD basis set.

Atoms and positions in Å:
C 0.95 -1.89 0.59
C 0.99 -0.70 0.80
C 0.97 -3.40 0.76
C -1.97 2.44 -0.61
C 0.95 0.76 0.61
Si -0.44 1.16 -0.93
Cl 0.61 2.28 -2.23
H 0.07 -3.89 1.03
H 1.81 -3.56 1.52
H 1.32 -3.72 -0.16
H -2.95 1.97 -0.35
H -1.68 3.19 0.18
H -2.25 3.26 -1.40
H 1.88 1.04 0.22
H 0.76 1.11 1.60
H -1.01 -0.04 -1.62

The calculation puts the gap between HOMO and LUMO at 9.937 eV. For the maximum force, the calculation gives 3.65 eV/Å. Its total charge is 0. As for the energy relative to the best compared isomer or geometry (same formula, charge and spin): 49.0 kcal per mole. The total energy comes out at -25729.6142 eV.

***

A structure of composition C5H9ClSi, computed with ωB97M-V with the def2-TZVPD basis set.

Atoms and positions in Å:
C 2.54 1.12 0.18
C -3.14 0.35 -0.56
C 1.90 0.15 -0.45
C -1.82 0.45 -0.61
C 1.53 -1.20 0.06
Si -0.88 -0.87 0.66
Cl -0.44 0.20 2.31
H 2.78 2.14 -0.04
H 2.85 0.86 1.24
H -3.81 1.08 -1.13
H -3.69 -0.26 0.06
H 1.41 0.40 -1.44
H -1.35 1.07 -1.35
H 2.04 -1.40 0.97
H 1.68 -1.96 -0.75
H -1.61 -2.14 0.85

The calculation puts the gap between HOMO and LUMO at 8.994 eV. For the maximum force, the calculation gives 4.10 eV/Å. Its total charge is 0. As for the energy relative to the best compared isomer or geometry (same formula, charge and spin): 66.5 kcal per mole. The total energy comes out at -25728.8545 eV.

***

An isolated molecule of C5H9ClSi, computed with ωB97M-V with the def2-TZVPD basis set.

Atoms and positions in Å:
Cl 4.04 0.88 2.28
C 2.50 0.52 1.69
C 1.41 0.30 1.23
C -0.15 1.32 -1.17
C -1.66 -0.06 0.92
C 0.13 -1.62 -0.83
Si 0.03 0.00 0.15
H -0.62 0.94 -2.09
H -0.79 2.15 -0.86
H 0.83 1.72 -1.39
H -1.67 -0.85 1.68
H -2.07 0.83 1.37
H -2.39 -0.27 0.14
H 1.11 -1.76 -1.33
H -0.07 -2.44 -0.16
H -0.65 -1.64 -1.62

The calculation puts the gap between HOMO and LUMO at 10.597 eV. For the maximum force, the calculation gives 3.30 eV/Å. Its total charge is 0. As for the energy relative to the best compared isomer or geometry (same formula, charge and spin): 41.9 kcal per mole. The total energy comes out at -25729.9242 eV.

***

A structure of composition C5H9CrO3, computed with ωB97M-V with the def2-TZVPD basis set.

Atoms and positions in Å:
O 0.59 1.18 -0.60
C 0.02 0.17 -0.17
O -1.22 0.00 -0.56
C -2.20 -0.66 0.28
C 0.78 -1.24 0.43
H 0.12 -1.90 1.02
C 1.81 -1.98 -0.41
H 1.40 -2.92 -0.80
H 2.09 -1.41 -1.30
H 2.69 -2.22 0.21
C -3.51 0.06 0.09
H -1.86 -0.61 1.32
H -2.27 -1.71 -0.01
H -3.52 1.02 0.62
H -4.32 -0.57 0.50
H -3.72 0.23 -0.97
Cr 2.19 1.37 0.66
O 1.26 -0.21 1.27

The calculation puts the gap between HOMO and LUMO (alpha / beta) at 7.433 / 7.734 eV. The spin multiplicity is 5. As for the expectation value of S²: 6.05. For the maximum force, the calculation gives 6.75 eV/Å. Its total charge is +1. As for the energy relative to the best compared isomer or geometry (same formula, charge and spin): 28.0 kcal per mole. The total energy comes out at -39885.0200 eV.

***

An isolated molecule of C5H9F, computed with ωB97M-V with the def2-TZVPD basis set.

Atoms and positions in Å:
C 2.62 0.17 -0.16
C 1.18 0.25 0.33
C 0.02 0.14 -0.30
C -1.28 0.36 0.35
C -2.26 -0.77 -0.10
H 2.67 -0.06 -1.24
H 3.23 -0.58 0.38
H 3.09 1.12 0.00
H 1.24 0.44 1.43
H -0.10 0.21 -1.39
H -1.25 0.39 1.45
H -3.30 -0.65 0.32
H -2.23 -0.72 -1.17
H -1.87 -1.79 0.27
F -1.77 1.52 -0.17

The calculation puts the gap between HOMO and LUMO at 10.922 eV. For the maximum force, the calculation gives 2.73 eV/Å. Its total charge is 0. As for the energy relative to the best compared isomer or geometry (same formula, charge and spin): 12.4 kcal per mole. The total energy comes out at -8047.5063 eV.

***

A cluster of 2 separate species, C5H9F2N3OP in total, computed with ωB97M-V with the def2-TZVPD basis set.

Atoms and positions in Å:
C -1.03 -0.21 0.21
C 1.28 -0.62 -0.26
C 3.09 1.21 -0.39
C 2.53 -0.12 0.32
C -3.17 0.67 0.14
N -1.28 -1.48 0.20
N -0.35 -2.26 0.57
N 0.10 0.37 0.06
O 0.89 -1.85 0.44
F -3.35 1.15 1.35
F -3.06 1.60 -0.77
P -3.60 -0.91 -0.57
H 1.32 -0.93 -1.34
H 2.70 2.08 0.12
H 2.54 1.08 -1.30
H 4.15 1.25 -0.50
H 2.48 0.32 1.34
H 3.32 -0.88 0.51
H 0.17 1.46 0.14
H -4.86 -0.51 -0.95
H -3.85 -1.41 0.68

The calculation puts the gap between HOMO and LUMO (alpha / beta) at 8.309 / 8.310 eV. For the maximum force, the calculation gives 5.69 eV/Å. Its total charge is +1. The total energy comes out at -26558.0313 eV.

***

A cluster of 2 separate species, C5H9F4O4P in total, computed with ωB97M-V with the def2-TZVPD basis set.

Atoms and positions in Å:
C -1.33 2.16 -0.17
C -3.21 -1.23 0.11
C 0.51 -0.67 0.84
C 3.44 0.02 0.12
C 2.06 0.50 -0.31
O -0.66 -1.42 -1.56
O 1.03 -1.92 0.81
O -0.87 1.04 -0.89
O -2.05 -0.61 0.55
F 3.53 -0.06 1.47
F 3.78 -1.17 -0.33
F 2.03 1.82 -0.04
F 1.82 0.39 -1.67
P -0.76 -0.47 -0.43
H -0.52 3.02 -0.44
H -1.34 1.89 0.98
H -2.25 2.59 -0.42
H -3.91 -0.50 0.02
H -3.68 -1.81 0.83
H -3.27 -1.87 -0.85
H 0.48 -0.04 1.81
H 4.29 0.63 -0.32
H 0.88 -2.29 -0.12

The calculation puts the gap between HOMO and LUMO (alpha / beta) at 7.292 / 8.877 eV. The spin multiplicity is 3. As for the expectation value of S²: 2.01. For the maximum force, the calculation gives 5.41 eV/Å. Its total charge is 0. The total energy comes out at -33674.9618 eV.

***

A structure of composition C5H9FGaGdINO, computed with ωB97M-V with the def2-TZVPD basis set.

Atoms and positions in Å:
C 2.42 -1.30 0.24
C 1.22 -1.58 -0.53
Ga 0.29 0.03 -1.34
F 1.41 1.44 -1.07
I -0.02 -0.54 -3.84
N -1.45 0.52 -0.56
C -2.18 -0.61 0.02
C -1.39 1.67 0.33
C -0.58 1.70 1.63
O -1.98 2.61 -0.01
H 3.21 -0.71 -0.31
H 2.57 -1.59 1.29
H 0.88 -2.62 -0.67
H -2.15 -1.45 -0.69
H -1.81 -0.92 1.02
H -3.25 -0.30 0.09
H -0.83 0.91 2.34
H 0.51 1.75 1.42
H -0.82 2.66 2.11
Gd 3.94 -1.68 -1.48

The calculation puts the gap between HOMO and LUMO (alpha / beta) at 6.797 / 4.789 eV. The spin multiplicity is 8. As for the expectation value of S²: 16.73. For the maximum force, the calculation gives 6.26 eV/Å. Its total charge is +2. The total energy comes out at -92871.8796 eV.

***

An isolated molecule of C5H9FN2, computed with ωB97M-V with the def2-TZVPD basis set.

Atoms and positions in Å:
C -1.61 1.74 -0.33
C -0.25 1.10 -0.31
C -0.06 -0.15 -1.19
C 0.05 0.20 0.91
C 0.92 -2.49 1.24
H -1.70 2.53 0.43
H -2.33 1.00 -0.20
H -1.76 2.21 -1.29
H 0.95 -0.17 -1.60
H -0.80 -0.36 -1.96
H -0.59 0.27 1.78
H 1.10 0.26 1.21
H 0.79 -1.95 2.19
H 1.44 -3.45 1.28
N -0.19 -0.95 0.03
N 0.50 -2.12 0.09
F 0.71 2.08 -0.51

The calculation puts the gap between HOMO and LUMO at 9.856 eV. For the maximum force, the calculation gives 1.93 eV/Å. Its total charge is 0. As for the energy relative to the best compared isomer or geometry (same formula, charge and spin): 43.0 kcal per mole. The total energy comes out at -11026.6473 eV.

***

The ion C5H9FN3 with charge +1, computed with ωB97M-V with the def2-TZVPD basis set.

Atoms and positions in Å:
C -1.52 0.79 -0.30
C -3.17 -0.44 0.23
C -1.09 -0.54 -0.25
C 1.34 0.17 -0.54
C 0.51 -1.11 -0.56
N -2.81 0.81 0.06
N -2.18 -1.30 0.07
N 1.20 0.73 0.89
F 0.91 -1.96 0.42
H -1.13 1.78 -0.57
H -4.21 -0.80 0.51
H 1.10 0.92 -1.36
H 2.25 -0.26 -0.83
H 0.62 -1.75 -1.54
H -2.01 -2.25 0.21
H 0.62 1.59 0.73
H 2.13 0.93 1.26
H 0.73 0.04 1.40

The calculation puts the gap between HOMO and LUMO at 9.343 eV. For the maximum force, the calculation gives 5.12 eV/Å. Its total charge is +1. As for the energy relative to the best compared isomer or geometry (same formula, charge and spin): 22.6 kcal per mole. The total energy comes out at -12510.3895 eV.

***

An isolated molecule of C5H9FO2Si, computed with ωB97M-V with the def2-TZVPD basis set.

Atoms and positions in Å:
C -3.77 0.14 0.47
C -2.53 0.54 0.23
C -1.47 -0.40 0.31
C 2.28 1.37 0.27
C 1.80 -1.29 -1.11
O -1.66 -1.56 0.49
O -0.26 0.19 0.52
F 1.73 -0.84 1.84
Si 1.36 -0.23 0.44
H -4.70 0.77 0.26
H -3.80 -0.99 0.44
H -2.23 1.59 -0.03
H 2.90 1.20 -0.64
H 1.61 2.16 0.02
H 2.91 1.62 1.03
H 1.03 -2.00 -1.43
H 1.89 -0.73 -1.96
H 2.90 -1.55 -1.15

The calculation puts the gap between HOMO and LUMO at 10.780 eV. For the maximum force, the calculation gives 3.81 eV/Å. Its total charge is 0. As for the energy relative to the best compared isomer or geometry (same formula, charge and spin): 0.0 kcal per mole. The total energy comes out at -20023.2140 eV.

***

A structure of composition C5H9GaO2, computed with ωB97M-V with the def2-TZVPD basis set.

Atoms and positions in Å:
C -2.54 1.16 0.00
O -1.34 0.46 -0.33
C -1.31 -0.90 -0.03
C -0.17 -1.56 -0.26
O 0.87 -0.87 -0.79
C 2.12 -0.63 0.03
C 2.33 0.86 0.10
Ga 0.46 1.10 -0.85
H -2.28 2.22 0.06
H -3.29 0.99 -0.78
H -2.91 0.81 0.98
H -2.28 -1.37 0.12
H 2.90 -1.18 -0.51
H 1.93 -1.11 1.00
H 3.26 1.18 -0.40
H 2.34 1.23 1.14
H -0.11 -2.37 0.52

The calculation puts the gap between HOMO and LUMO at 6.715 eV. For the maximum force, the calculation gives 3.97 eV/Å. Its total charge is +2. The total energy comes out at -61779.7528 eV.

***

A structure of composition C5H9GaO3, computed with ωB97M-V with the def2-TZVPD basis set.

Atoms and positions in Å:
H 1.48 1.68 0.12
O -0.18 -1.17 -1.06
O 1.93 -0.91 -1.44
C 1.02 -0.59 -0.59
O 1.16 -0.41 0.63
C -1.41 -1.00 -0.33
C -2.48 -1.86 -0.96
H -1.23 -1.28 0.71
H -1.67 0.06 -0.37
H -2.29 -2.92 -0.78
H -3.45 -1.60 -0.51
H -2.55 -1.68 -2.04
Ga 0.70 -1.93 -2.46
C 1.99 2.16 1.09
C 1.38 2.90 2.00
H 3.08 2.21 0.95
H 1.78 3.88 2.29
H 0.74 2.45 2.76

The calculation puts the gap between HOMO and LUMO (alpha / beta) at 8.141 / 7.304 eV. For the maximum force, the calculation gives 6.33 eV/Å. Its total charge is +2. As for the energy relative to the best compared isomer or geometry (same formula, charge and spin): 39.8 kcal per mole. The total energy comes out at -63826.2670 eV.

***

A structure of composition C5H9GaO3, computed with ωB97M-V with the def2-TZVPD basis set.

Atoms and positions in Å:
H 4.72 -2.05 0.26
O 2.28 -0.27 -0.23
C 2.94 -1.26 -0.51
H 2.41 -2.19 -0.81
H 4.76 -1.67 -1.45
C 4.41 -1.29 -0.48
H 4.84 -0.32 -0.25
C -1.13 -0.11 -0.51
O -0.62 -1.07 -1.15
Ga 0.63 0.04 -0.15
O -2.43 -0.11 -0.30
C -3.05 0.57 0.82
C -3.27 2.04 0.56
H -2.46 0.40 1.72
H -4.01 0.05 0.95
H -2.32 2.58 0.48
H -3.84 2.47 1.40
H -3.86 2.20 -0.35

The calculation puts the gap between HOMO and LUMO at 8.720 eV. For the maximum force, the calculation gives 6.59 eV/Å. Its total charge is +2. As for the energy relative to the best compared isomer or geometry (same formula, charge and spin): 0.0 kcal per mole. The total energy comes out at -63827.9914 eV.

***

A structure of composition C5H9HgO6, computed with ωB97M-V with the def2-TZVPD basis set.

Atoms and positions in Å:
H -2.53 2.21 -0.50
C -1.52 1.97 -0.15
C -0.76 1.19 -1.20
O -0.74 1.98 -2.38
C -0.14 1.47 -3.43
O 0.43 0.41 -3.51
O -0.37 2.27 -4.48
Hg -1.55 -1.10 1.62
O -1.58 1.15 1.01
H -0.99 2.91 0.08
H -1.26 0.24 -1.42
H 0.27 0.99 -0.88
H -0.04 1.84 -5.28
C 1.34 -2.47 3.22
C 2.24 -3.05 2.00
O 3.41 -3.14 2.11
O 0.47 -1.62 2.75
H 2.05 -2.07 3.97
H 1.63 -3.37 1.12
H 0.90 -3.45 3.53
H -1.25 1.63 1.81

The calculation puts the gap between HOMO and LUMO (alpha / beta) at 10.019 / 6.746 eV. The spin multiplicity is 3. As for the expectation value of S²: 2.01. For the maximum force, the calculation gives 2.09 eV/Å. Its total charge is +1. As for the energy relative to the best compared isomer or geometry (same formula, charge and spin): 0.0 kcal per mole. The total energy comes out at -21779.9829 eV.

***

An isolated molecule of C5H9I2N, computed with ωB97M-V with the def2-TZVPD basis set.

Atoms and positions in Å:
C -0.43 -0.76 -0.17
C -0.26 -0.18 -1.51
C -0.45 1.98 -0.57
C 0.31 -0.11 1.03
C 0.17 -1.01 2.24
N -0.28 1.29 -1.56
I 2.45 0.12 0.51
I 0.27 1.66 -3.99
H -1.44 -0.74 0.10
H -0.15 -1.75 -0.26
H 0.72 -0.60 -1.92
H -1.02 -0.36 -2.23
H -0.37 3.05 -0.41
H 0.04 0.91 1.25
H -0.91 -1.03 2.49
H 0.75 -0.48 3.02
H 0.60 -2.01 1.98

The calculation puts the gap between HOMO and LUMO (alpha / beta) at 7.859 / 7.336 eV. For the maximum force, the calculation gives 2.90 eV/Å. Its total charge is 0. As for the energy relative to the best compared isomer or geometry (same formula, charge and spin): 0.0 kcal per mole. The total energy comes out at -23019.2548 eV.

***

The ion C5H9IN3 with charge +1, computed with ωB97M-V with the def2-TZVPD basis set.

Atoms and positions in Å:
C -1.03 0.13 0.69
C 1.01 0.72 -0.41
C -2.11 -0.59 1.03
C 2.17 0.69 -1.02
C -0.18 -0.16 -0.52
N -0.47 1.15 1.41
N 0.55 1.83 0.70
N 0.18 -1.63 -0.59
I -1.31 0.27 -2.41
H -2.68 -0.35 1.90
H -2.50 -1.38 0.40
H 2.94 1.42 -0.82
H 2.37 -0.03 -1.79
H -1.08 1.78 1.91
H 1.34 2.05 1.31
H -0.55 -2.15 -0.07
H 1.10 -1.79 -0.15
H 0.22 -1.96 -1.56

The calculation puts the gap between HOMO and LUMO at 7.026 eV. For the maximum force, the calculation gives 4.31 eV/Å. Its total charge is +1. As for the energy relative to the best compared isomer or geometry (same formula, charge and spin): 66.5 kcal per mole. The total energy comes out at -17892.3726 eV.

***

The ion C5H9IN3S with charge +1, computed with ωB97M-V with the def2-TZVPD basis set.

Atoms and positions in Å:
C 0.00 -2.10 -1.27
C 1.12 -0.87 0.43
C 0.68 -0.10 1.66
C -1.10 1.04 0.20
C -0.65 0.14 -0.93
N 0.00 -3.10 -1.86
N -0.02 -1.08 -0.47
N 0.09 1.18 1.15
S -2.16 -0.19 -2.08
I 0.87 1.62 -1.92
H 2.00 -0.44 -0.15
H 1.45 -1.84 0.72
H 0.26 -0.51 2.63
H 1.66 0.09 2.14
H -1.25 2.08 -0.12
H -1.93 0.81 0.90
H -0.13 1.79 1.86
H 0.72 1.61 0.41
H -1.59 -0.12 -3.30

The calculation puts the gap between HOMO and LUMO at 8.814 eV. For the maximum force, the calculation gives 4.07 eV/Å. Its total charge is +1. As for the energy relative to the best compared isomer or geometry (same formula, charge and spin): 0.0 kcal per mole. The total energy comes out at -28727.9160 eV.

***

The ion C5H9INO with charge +1, computed with ωB97M-V with the def2-TZVPD basis set.

Atoms and positions in Å:
C 0.86 1.30 0.37
C 0.37 1.09 -1.02
C -0.50 -0.17 -1.16
C 1.60 0.14 0.93
C -1.48 -0.85 1.07
N -0.42 -1.00 0.08
O 0.71 2.36 0.89
I 3.21 -0.59 -0.20
H -0.09 2.06 -1.41
H 1.34 0.99 -1.61
H -1.63 0.01 -1.41
H -0.28 -0.67 -2.09
H 1.50 -0.23 1.94
H -2.41 -1.01 0.62
H -1.18 -1.62 1.84
H -1.33 0.18 1.43
H -0.28 -2.00 -0.27

The calculation puts the gap between HOMO and LUMO (alpha / beta) at 7.484 / 7.486 eV. For the maximum force, the calculation gives 3.59 eV/Å. Its total charge is +1. As for the energy relative to the best compared isomer or geometry (same formula, charge and spin): 44.7 kcal per mole. The total energy comes out at -16958.7910 eV.